i.
DFT (ωB97M-V with the def2-TZVPD basis set) results for a single C4H5ClN2O molecule.

As for the HOMO-LUMO gap: 9.24 eV. Its SMILES is Cl/C=C1\CON=CN1. For the HOMO energy, the calculation gives -8.6 eV. The molecular weight comes out at 132.55 g/mol.

Each line ends with the Mulliken charge.
Atoms and positions in Å:
C -1.81180 0.60384 -0.20524  -0.3742
C -0.57565 0.13556 -0.07770  0.2520
C -0.11324 -1.22768 0.21455  -0.3484
C 1.78242 0.52288 0.07496  0.0016
H -2.04629 1.59703 -0.53527  0.3638
H 0.17152 -1.34434 1.27371  0.2368
H -0.86168 -1.95736 -0.10940  0.3809
H 2.54081 1.23661 0.39576  0.3840
H 0.39327 1.99581 -0.10733  0.2631
N 2.11885 -0.67874 -0.07070  -0.4976
N 0.52847 1.00408 -0.22257  -0.2093
O 1.06361 -1.44381 -0.55329  -0.2502
Cl -3.19028 -0.44388 -0.07748  -0.2025

---

ii.
DFT (ωB97M-V with the def2-TZVPD basis set) results for a single C4H5ClN2O molecule.

As for the HOMO-LUMO gap: 9.24 eV. Its SMILES is [H]/N=C/N/C=C(/Cl)C=O. For the HOMO energy, the calculation gives -9.0 eV. The molecular weight comes out at 132.55 g/mol.

Each line ends with the Mulliken charge.
Atoms and positions in Å:
C -0.02152 1.21416 0.86893  0.4015
C 1.28727 1.32012 0.15927  -0.0514
C -1.07794 0.50535 0.44169  -0.3826
C -0.19268 -1.47816 -0.76721  -0.0595
H 1.30761 0.82323 -0.82073  0.3658
H -2.03892 0.63177 0.94927  0.3353
H -1.98909 -0.65763 -0.97780  0.2557
H -0.59521 -2.21997 -1.44987  0.3676
H 1.44353 -2.33170 -0.46802  0.2234
N -1.09866 -0.43870 -0.59764  -0.2253
N 0.94775 -1.49224 -0.21619  -0.5603
O 2.23506 1.91165 0.60604  -0.4895
Cl -0.20720 2.21212 2.27226  -0.1807

---

iii.
DFT (ωB97M-V with the def2-TZVPD basis set) results for 2 unconnected molecules or ions with the total composition C4H5ClN2O.

As for the HOMO-LUMO gap: 8.61 eV. For the HOMO energy, the calculation gives -9.1 eV. The molecular weight comes out at 132.55 g/mol.

Each line ends with the Mulliken charge.
Atoms and positions in Å:
C -1.65576 -1.30133 -0.06441  0.4558
C -0.05188 0.70860 -1.19577  0.4245
C 1.29257 -0.13157 0.92009  -1.0443
C 0.58413 1.02768 0.15799  0.0748
N -2.32463 -1.40870 0.86243  -0.4968
N -0.88850 -1.14090 -1.09302  -0.5762
O -0.42831 1.31061 -2.08337  -0.3119
Cl -0.88300 1.46432 1.07373  -0.0900
H 1.95203 0.26055 1.82156  0.2823
H 0.51145 -0.73760 1.26269  0.3230
H 1.95684 -0.71774 0.31084  0.3307
H 1.21468 1.99520 0.00489  0.3902
H -1.27962 -1.32911 -1.97767  0.2379

---

Stability check: which of them is least stable? iii.

---

i.
DFT (ωB97M-V with the def2-TZVPD basis set) results for a single C8H11N molecule.

As for the HOMO-LUMO gap: 9.64 eV. Its SMILES is C[C@@H]1[C@H]2C=C[C@H]3N[C@@H]3[C@@H]12. For the HOMO energy, the calculation gives -8.5 eV. The molecular weight comes out at 121.18 g/mol.

Each line ends with the Mulliken charge.
Atoms and positions in Å:
C 2.74094 -0.44438 -0.14801  -1.3575
C 1.32569 -0.08061 -0.47810  0.3508
C 0.48919 0.69509 0.50327  -0.0951
C -0.57157 1.61343 -0.03533  -0.4906
C -1.87123 1.28030 -0.29064  -0.8452
C -2.09235 -0.08396 0.27322  0.2370
C -1.10841 -0.94830 -0.31755  -0.3212
C 0.19767 -0.78656 0.29306  -0.3422
H 2.72033 -0.78000 0.88895  0.2735
H 3.20746 -1.25182 -0.80229  0.3152
H 3.46881 0.38317 -0.22494  0.3278
H 1.07890 0.20850 -1.53748  0.3391
H 0.91607 0.97077 1.45753  0.3686
H -0.23426 2.60384 -0.27049  0.4056
H -2.49780 2.03811 -0.76766  0.3984
H -2.00038 -0.03054 1.38429  0.2304
H -2.71445 -1.90691 0.54292  0.2825
H -1.04012 -0.65775 -1.34448  0.3428
H 0.54351 -1.46929 1.13164  0.2724
N -2.55801 -1.35308 -0.25789  -0.6924

---

ii.
DFT (ωB97M-V with the def2-TZVPD basis set) results for a single C8H11N molecule.

As for the HOMO-LUMO gap: 8.87 eV. Its SMILES is C=C(C)c1cccn1C. For the HOMO energy, the calculation gives -8.0 eV. The molecular weight comes out at 121.18 g/mol.

Each line ends with the Mulliken charge.
Atoms and positions in Å:
C 2.63546 1.35063 0.29826  -0.6510
C 1.24380 1.75956 0.49244  -0.2237
C 2.52138 0.03011 -0.05322  -0.2261
C 0.41200 0.72171 0.08242  -0.0381
C -1.69719 1.03770 -1.06836  -0.9301
C -1.18896 0.65307 0.10186  0.3452
C -1.83031 -0.16954 1.12606  -1.1723
C 0.77199 -1.58998 -0.75038  -0.8783
N 1.22014 -0.31493 -0.28832  0.2135
H 3.62317 1.78157 0.46331  0.3720
H 0.92518 2.72529 0.98216  0.3262
H 3.30507 -0.61398 -0.34593  0.3469
H -2.78981 0.82465 -1.14256  0.2201
H -1.36035 1.67987 -1.77230  0.4011
H -1.63887 -1.19597 1.08861  0.2849
H -1.84142 0.17070 2.13626  0.3050
H -2.84065 -0.32920 0.79151  0.3999
H 1.69594 -2.10445 -1.19870  0.2639
H 0.33522 -2.24199 0.02736  0.2554
H -0.04243 -1.47653 -1.41188  0.3856

---

Stability check: which of them is least stable? i.